Below is a molecular structure, C18H21AuN6O2S2, with properties calculated with ωB97M-V/def2-TZVPD.

Geometry as XYZ:
```
50
Properties=species:S:1:pos:R:3:forces:R:3:nbo_charge:R:1
Au -1.4095 0.6462 -1.3502 -0.022 -0.305 -0.653 0.79
O -0.5739 1.6689 0.5813 0.100 0.593 0.696 -0.37
N -0.6216 2.9923 0.5382 0.062 -0.145 -0.428 -0.07
C 0.4661 3.6612 1.1208 0.351 -0.052 0.271 -0.01
C 0.2391 4.6248 2.0509 -0.103 0.088 -0.017 -0.23
C -1.0729 5.0474 2.3581 0.345 0.083 0.094 -0.20
C -2.1294 4.5634 1.5642 -0.228 -0.340 -0.381 -0.18
C -1.8849 3.6020 0.6305 -0.214 0.061 0.153 -0.15
S -3.0149 3.2504 -0.6918 0.096 -0.166 -0.067 1.01
H 1.4406 3.2840 0.8477 -0.034 0.013 -0.053 0.24
H 1.0878 5.0998 2.5235 0.001 -0.041 0.037 0.25
H -1.2419 5.8038 3.1083 -0.057 -0.040 0.027 0.24
H -3.1253 4.9857 1.6357 0.045 0.113 -0.029 0.24
C 0.6860 5.8126 -2.1215 -0.266 -0.127 -0.123 -0.74
S -0.4837 4.7298 -2.9802 0.164 0.094 -0.012 0.23
C -1.9809 5.6986 -2.7259 0.270 -0.180 0.054 -0.75
O -2.1605 2.5399 -1.7474 -0.444 0.162 0.316 -0.85
H 0.8259 6.7315 -2.6873 0.057 0.035 0.057 0.23
H 1.6306 5.2792 -2.0480 0.035 0.034 0.005 0.23
H 0.3133 6.0398 -1.1225 0.085 0.020 0.039 0.21
H -1.8045 6.7315 -3.0177 -0.112 0.033 -0.003 0.23
H -2.2683 5.6496 -1.6723 -0.089 0.178 -0.008 0.19
H -2.7741 5.2699 -3.3339 -0.005 0.030 -0.036 0.24
C -1.4148 -1.5431 1.2471 -0.064 -0.072 -0.033 -0.68
C -1.0459 -2.0427 -0.1029 0.081 -0.087 -0.080 0.42
N -0.8701 -1.3015 -1.1922 -0.128 -0.139 0.242 -0.57
C -0.5595 -2.1528 -2.2339 0.039 -0.013 -0.036 -0.05
C -0.5507 -3.4202 -1.7650 0.001 0.017 -0.167 -0.07
N -0.8579 -3.3395 -0.4240 -0.029 0.218 -0.027 -0.33
C -0.9435 -4.4848 0.4710 -0.050 -0.190 0.027 -0.04
N 0.2579 -5.2508 0.4367 0.179 0.188 0.155 -0.24
N 0.2426 -6.5307 -0.0271 -0.122 0.042 -0.064 -0.01
N 1.4162 -7.0047 0.0145 0.152 -0.295 -0.086 -0.18
C 2.2786 -6.0461 0.5050 -0.296 0.534 0.117 0.02
C 3.6568 -6.0686 0.7181 0.011 -0.066 -0.009 -0.15
C 4.2359 -4.9180 1.2043 0.106 -0.100 -0.038 -0.22
C 3.4767 -3.7679 1.4780 -0.136 0.103 0.041 -0.17
C 2.1134 -3.7271 1.2771 -0.032 0.103 0.026 -0.27
C 1.5309 -4.8924 0.7845 0.131 -0.446 -0.140 0.15
H -1.2233 -0.4755 1.3082 0.003 0.017 -0.001 0.26
H -0.8382 -2.0426 2.0251 0.011 0.031 0.013 0.24
H -2.4743 -1.7200 1.4428 0.016 0.020 0.033 0.25
H -0.3549 -1.7864 -3.2236 -0.041 -0.017 -0.007 0.24
H -0.3666 -4.3570 -2.2619 0.053 -0.020 0.077 0.26
H -1.7483 -5.1462 0.1531 0.011 -0.001 0.018 0.25
H -1.1521 -4.1261 1.4769 -0.006 0.054 -0.017 0.22
H 4.2323 -6.9582 0.5034 0.022 0.013 0.004 0.24
H 5.3030 -4.8863 1.3768 -0.005 -0.030 0.008 0.23
H 3.9764 -2.8875 1.8602 0.017 -0.012 -0.006 0.22
H 1.5360 -2.8355 1.4874 0.040 0.007 0.009 0.21
```
Positions in Å, forces in eV/Å.

## Properties
**Spin multiplicity**: 4
**Total charge**: +1
**E_HOMO (alpha / beta)**: -10.033 / -10.886 eV
**E**: -2109.1575 hartree
**Lowest unoccupied orbital energy (alpha / beta)**: -2.44 / -5.90 eV